# 1
{"formula": "C6H9N", "method": "ωB97M-V/def2-TZVPD", "symbols": ["C", "C", "C", "C", "C", "C", "N", "H", "H", "H", "H", "H", "H", "H", "H", "H"], "positions_angstrom": [[0.28841, -1.90636, -0.18341], [0.29121, -0.60909, -0.95517], [-1.03902, 0.95758, 0.99422], [-0.07536, 1.65704, 1.57923], [1.02648, 0.44613, -0.60204], [-0.60884, -0.45251, -2.06612], [-1.31056, -0.30309, -2.97666], [1.01568, -2.60491, -0.60448], [-0.69235, -2.39299, -0.19653], [0.55772, -1.72480, 0.86357], [-1.24580, -0.07542, 1.26912], [-1.60465, 1.33470, 0.14411], [0.19566, 2.65253, 1.23573], [0.55552, 1.21794, 2.34891], [0.93180, 1.41304, -1.08603], [1.71410, 0.39021, 0.23554]], "forces_ev_per_angstrom": [[0.0587, -0.1148, -0.0251], [0.3885, 0.0801, -0.1122], [-0.1191, 0.2988, 0.3940], [-0.3336, 0.0314, 0.1772], [0.2346, -0.3340, -0.4430], [-0.5350, 0.0693, -0.8418], [0.5656, -0.1784, 0.8875], [-0.1018, -0.0353, 0.0301], [0.1435, 0.1379, -0.0764], [0.0148, 0.0094, -0.2311], [-0.0190, 0.2526, 0.1036], [0.0277, 0.0809, 0.2657], [-0.1259, -0.0869, 0.1368], [-0.2076, 0.1321, 0.0278], [0.1172, -0.2650, -0.1435], [-0.1086, -0.0780, -0.1495]], "mulliken_charge": [-1.301, 0.539, -0.442, -0.658, -0.867, 0.191, -0.460, 0.350, 0.364, 0.343, 0.236, 0.281, 0.307, 0.292, 0.380, 0.445], "smiles": "C=C(C)C#N.C=C", "largest_force_ev_per_a": 1.07, "homo_lumo_gap_ev": 9.72, "homo_ev": -9.12}

=====

# 2
{"formula": "C28H55BF2N3O6S2Si", "method": "ωB97M-V/def2-TZVPD", "symbols": ["C", "C", "C", "C", "C", "C", "C", "C", "C", "C", "C", "C", "C", "C", "C", "C", "C", "C", "C", "C", "C", "C", "N", "C", "C", "N", "B", "O", "O", "C", "Si", "C", "C", "C", "H", "H", "H", "H", "H", "H", "H", "H", "H", "H", "H", "H", "H", "H", "H", "H", "H", "H", "H", "H", "H", "H", "H", "H", "H", "H", "H", "H", "H", "H", "H", "H", "H", "H", "H", "H", "H", "H", "H", "H", "H", "H", "H", "H", "H", "H", "H", "H", "H", "H", "H", "H", "H", "H", "H", "N", "S", "O", "O", "F", "S", "O", "O", "F"], "positions_angstrom": [[-7.39361, 0.13576, -1.59067], [-6.09978, 0.91505, -0.95111], [-5.44030, 2.07030, -1.90979], [-4.90234, 3.31693, -0.93413], [-3.64298, 2.72514, -0.06472], [-2.92030, 3.81066, 0.93318], [-1.51602, 3.10610, 1.45261], [-0.86039, 3.88260, 2.77986], [-0.03178, 2.67981, 3.59476], [1.30427, 3.30305, 4.31273], [2.71859, 2.96069, 3.51310], [3.58212, 1.83947, 4.35289], [4.95676, 1.33807, 3.57314], [4.93980, -0.30422, 3.31092], [5.19735, -1.19450, 4.66207], [3.89160, -2.01058, 5.22238], [3.02011, -2.80003, 4.07565], [1.51732, -2.06600, 4.06896], [0.69421, -2.28229, 2.66797], [1.47087, -1.63628, 1.33512], [0.48666, -1.67854, -0.01663], [-0.85094, -0.72061, 0.28466], [-1.98596, -0.05174, 0.26029], [1.27700, -1.26136, -1.39972], [2.77151, -0.62857, -0.99542], [3.96317, -0.08960, -0.83647], [0.48593, -0.00030, -2.17262], [-0.80267, -0.13336, -2.88045], [1.13461, 1.35703, -2.18685], [0.84403, 1.93000, -3.54038], [1.62984, -2.72222, -2.60280], [0.67385, -2.62547, -4.28815], [1.30168, -4.47700, -1.87685], [3.53541, -2.69287, -3.07887], [-7.55672, -0.83995, -0.92357], [-7.25130, -0.23734, -2.69285], [-8.36683, 0.78627, -1.46934], [-6.35539, 1.44455, 0.08358], [-5.26233, 0.09389, -0.76108], [-6.14126, 2.44263, -2.77035], [-4.45225, 1.64370, -2.42458], [-5.80149, 3.69011, -0.28359], [-4.60790, 4.17954, -1.67100], [-3.93399, 1.77820, 0.60132], [-2.81554, 2.32640, -0.81422], [-3.60573, 3.95689, 1.88289], [-2.67827, 4.83475, 0.40084], [-0.71803, 3.01879, 0.57356], [-1.83818, 2.03576, 1.86891], [-0.17393, 4.77979, 2.47342], [-1.75468, 4.23901, 3.45695], [0.20182, 1.83609, 2.79257], [-0.81923, 2.21420, 4.34899], [1.39961, 2.80091, 5.36751], [1.15052, 4.47518, 4.46864], [2.46788, 2.61563, 2.39983], [3.31153, 3.97415, 3.41585], [3.80098, 2.26131, 5.42802], [2.91730, 0.86323, 4.48226], [4.89832, 1.82563, 2.48717], [5.94692, 1.72166, 4.06485], [5.86353, -0.52310, 2.58694], [3.93982, -0.52701, 2.74601], [6.09609, -1.94336, 4.58341], [5.49708, -0.41917, 5.51846], [3.17323, -1.35841, 5.91644], [4.31627, -2.85696, 5.94934], [2.89686, -3.95812, 4.32749], [3.53133, -2.70428, 3.00117], [1.59458, -0.92100, 4.38243], [0.93136, -2.59240, 4.96495], [-0.39485, -1.82004, 2.80785], [0.53264, -3.42996, 2.38910], [1.77955, -0.54678, 1.63041], [2.40306, -2.36129, 1.16120], [0.06080, -2.79327, -0.03195], [-1.43404, 0.56806, -2.49184], [-0.25952, 2.37639, -3.59166], [1.60646, 2.81110, -3.79041], [1.02512, 1.11055, -4.38353], [0.86341, -3.59228, -4.91964], [-0.49663, -2.50551, -4.09817], [1.03669, -1.62810, -4.82411], [0.12604, -4.53771, -1.67766], [1.53993, -5.36276, -2.61826], [1.79099, -4.64448, -0.80084], [3.63804, -3.52916, -3.91930], [3.80890, -1.64618, -3.52752], [4.20817, -2.99492, -2.16620], [-2.48747, -1.26165, -6.98341], [-4.03341, -1.52765, -6.90755], [-4.49504, -2.55382, -5.97856], [-4.80730, -1.38148, -8.13460], [-4.49120, -0.20668, -6.12314], [-1.72764, -2.46365, -7.65382], [-0.27865, -2.42741, -7.45870], [-2.13934, -2.88226, -8.98820], [-2.12632, -3.72134, -6.75736]], "forces_ev_per_angstrom": [[-0.1116, -0.4795, 1.1825], [0.4881, -0.2461, -0.4790], [0.9824, 0.1283, 0.5709], [-0.2617, -1.1060, -1.0316], [0.3080, 0.4142, 0.1072], [0.5958, -1.0325, -0.0002], [-0.7469, 0.5427, 0.9455], [-0.4094, -1.5925, -0.5815], [-0.5676, 0.8918, -0.5626], [-0.0782, -0.6559, 0.3370], [-0.4422, 0.4995, 0.0725], [-0.0807, -0.4118, -0.3101], [-0.8533, 0.0294, -1.0762], [1.3684, 0.7693, -0.2312], [-0.5562, 0.8087, 1.0573], [0.5056, -1.3627, 0.7579], [-0.5608, 0.8698, -0.0941], [0.0693, -1.0588, 0.1914], [-0.5320, -0.0472, -0.5298], [-0.6531, -0.6909, 1.0245], [-0.5369, -0.1273, 1.8828], [-7.8267, 4.1188, -1.3346], [10.8106, -6.3598, 0.4349], [0.9634, 2.2351, 1.7412], [7.9436, 3.8402, 0.6153], [-11.2554, -5.1833, -1.3445], [-0.7350, 2.4335, -0.8589], [1.6759, 0.9938, 3.0351], [-1.8259, -3.0387, -1.9564], [0.1770, 0.9524, -1.1161], [1.2748, -1.6619, -2.0294], [-1.0003, 0.9552, 0.1739], [-1.4849, -0.8456, 1.5426], [0.0885, -0.4081, -0.3805], [0.2234, 2.0623, -1.4752], [-0.1427, 0.9954, 2.1267], [1.9265, -1.2389, -0.5035], [0.3159, -1.3721, -2.1525], [-1.7812, 1.8081, -0.2113], [1.1396, -0.6850, 1.7982], [-2.2494, 0.8110, 0.9388], [1.7782, -0.6968, -1.0029], [-0.2060, -1.4636, 1.6622], [0.4122, 2.1634, -1.5851], [-1.7422, 0.8527, 1.4015], [1.3455, -0.0057, -1.9460], [-0.6874, -2.0063, 1.0716], [-1.7540, 0.0315, 1.9367], [0.8776, 2.1950, -1.2110], [-1.2864, -1.7255, 0.6397], [1.8652, -0.4565, -1.3351], [-0.1338, 1.7351, 1.7895], [1.8582, 0.9307, -1.3754], [-0.1378, 1.1169, -1.8166], [0.3900, -2.6110, -0.3700], [0.6272, 0.5276, 2.4396], [-0.8949, -2.1291, 0.2178], [-0.3882, -0.8111, -2.0972], [1.1905, 2.1260, -0.1739], [0.2766, -1.0130, 2.2739], [-1.9096, -0.8843, -0.7503], [-2.2250, 0.4290, 1.3288], [1.9377, 0.1725, 1.1300], [-1.8003, 1.4571, -0.2072], [-0.5261, -1.6980, -1.7575], [1.5906, -1.2104, -1.7472], [-0.8355, 1.8931, -1.4061], [0.2519, 2.6037, -0.5522], [-1.0546, -0.2123, 2.4611], [-0.0703, -2.3978, -1.0277], [1.0312, 1.1960, -1.9989], [2.3338, -0.8443, -0.4639], [0.3960, 2.3083, 0.9587], [-0.3574, -2.0285, -0.9733], [-1.9444, 1.9647, 0.0472], [0.7680, 2.5737, -0.2915], [1.4073, -1.4750, -1.0610], [2.4556, -1.1090, 0.0262], [-1.5939, -1.9413, 0.9847], [-0.6810, 1.7992, 1.8093], [-0.2694, 2.0495, 1.0455], [2.5021, -0.2797, -0.5923], [-0.8398, -2.2998, 0.7074], [2.3375, -0.0412, -0.4309], [-0.2474, 1.9382, 1.5387], [-0.8360, 0.1551, -2.4089], [-0.0992, 1.8128, 1.7007], [-0.2003, -2.0689, 0.9231], [-1.1306, 0.8123, -1.8433], [0.3206, -0.5622, -0.1381], [-4.7773, 0.0082, 0.3840], [1.2686, 0.8974, -1.2295], [1.6285, -0.3998, 1.0986], [0.8855, 0.1285, -0.0454], [2.9585, -2.2014, -1.9818], [-1.9860, 0.9530, 0.1338], [-0.0873, 1.0114, 1.7147], [-0.1568, 0.1749, 0.1184]], "mulliken_charge": [-1.006, -0.267, -0.264, -0.740, 0.300, -0.693, -0.104, -0.613, -0.011, -0.784, -0.461, 0.130, -0.989, 0.057, -0.597, -0.635, -0.295, -0.323, -0.825, -0.436, 0.304, -0.404, -0.478, 1.637, -0.322, -0.670, 0.498, -0.316, -0.545, -0.610, 0.160, -0.822, -0.901, -0.958, 0.292, 0.259, 0.262, 0.232, 0.132, 0.339, 0.080, 0.278, 0.306, 0.191, -0.304, 0.302, 0.220, 0.037, 0.136, 0.331, 0.239, -0.210, 0.338, 0.326, 0.394, 0.191, 0.283, 0.313, -0.308, 0.363, 0.337, 0.297, -0.185, 0.305, 0.263, 0.322, 0.298, 0.365, 0.126, -0.012, 0.322, 0.324, 0.253, 0.058, 0.371, 0.268, 0.138, 0.233, 0.225, 0.196, 0.379, 0.242, 0.186, 0.274, 0.322, 0.219, 0.309, 0.270, 0.248, -0.245, 1.095, -0.594, -0.623, -0.264, 1.101, -0.609, -0.585, -0.262], "total_charge": -1, "largest_force_ev_per_a": 12.55, "homo_lumo_gap_ev": 8.78, "homo_ev": -6.90}

=====

# 3
{"formula": "C5H16N7", "method": "ωB97M-V/def2-TZVPD", "symbols": ["C", "C", "C", "C", "C", "N", "N", "N", "N", "N", "N", "N", "H", "H", "H", "H", "H", "H", "H", "H", "H", "H", "H", "H", "H", "H", "H", "H"], "positions_angstrom": [[-2.15207, 0.89472, 0.56252], [2.29686, 0.83867, -0.40264], [-1.43174, -1.80861, -1.83680], [-2.13222, -0.84130, -1.05062], [1.57091, -0.89242, 1.18155], [-1.53944, 0.01031, -0.22580], [-1.53356, 1.91219, 1.16576], [-3.46817, 0.90998, 0.91526], [3.19134, 1.60007, -1.10772], [0.96419, 1.22506, -0.66852], [2.26886, -1.97275, 1.85255], [2.46837, -0.19686, 0.42942], [-0.40542, -1.62259, -1.84632], [-1.33680, -2.86346, -1.48371], [-1.76993, -2.01882, -2.76335], [-3.14910, -0.71790, -1.04162], [0.59891, -1.21284, 0.68751], [-0.66940, 2.21609, 0.87036], [-2.13565, 2.48555, 1.79775], [-3.70044, 1.31296, 1.80676], [-3.91760, 0.04151, 0.64757], [2.96850, 2.01575, -1.99230], [4.11084, 1.24934, -1.00459], [0.62201, 1.35630, -1.59864], [0.18223, 0.78358, -0.21159], [3.11166, -1.71152, 2.36170], [1.56715, -2.44623, 2.39859], [3.41970, -0.54677, 0.55688]], "forces_ev_per_angstrom": [[-0.4249, -1.4363, -0.6789], [-4.4917, 1.3488, -2.2587], [1.2207, -2.1026, 2.3704], [-0.2262, 0.5547, 1.0183], [-0.8184, -2.9361, 0.5051], [1.4739, 2.3415, 1.5575], [-1.3613, 0.8631, 2.0525], [-0.7477, -1.5413, -1.2327], [0.2183, -2.1900, 2.1227], [2.1050, -0.4296, 1.1747], [-1.5687, 1.6469, -0.9119], [2.8159, 2.0664, -1.5293], [1.8909, 0.9995, -0.4804], [-0.7342, 0.2926, 0.7786], [-1.3088, 0.1150, -3.3582], [-2.7116, -0.4263, -0.7423], [1.0835, 0.7700, 0.7821], [1.8982, 0.9900, -0.4077], [1.4874, -0.5288, -1.1142], [-0.2668, -0.2392, -0.0145], [-0.4592, 0.3289, 0.5651], [-0.4513, 0.0992, -0.0327], [1.2226, 0.1191, -0.3734], [0.6631, 0.5030, -0.7879], [-0.3113, -1.1689, 0.5077], [-0.5027, -0.0706, 0.1789], [0.4417, -0.4548, 0.4435], [-0.1363, 0.4860, -0.1344]], "mulliken_charge": [0.602, 0.458, -1.373, -0.255, -0.032, -0.344, -0.352, -0.511, -0.369, -0.412, -0.499, -0.076, 0.269, 0.266, 0.435, 0.505, 0.087, 0.142, 0.183, 0.206, 0.190, 0.258, 0.224, 0.291, 0.323, 0.242, 0.274, 0.267], "total_charge": 1, "largest_force_ev_per_a": 5.21, "homo_lumo_gap_ev": [5.00, 8.20], "homo_ev": [-8.66, -10.99]}